1.
The following is a DFT calculation (wB97M-V/def2-TZVPD) of 10 unconnected molecules or ions with the total composition C5H28NO10S at a distorted geometry.

Summary:
M, g/mol: 294.3
DFT total energy, Eh: -1412.668984

Structure (ORCA input):
```
! RIJCOSX wB97M-V def2-TZVPD def2/J DEFGRID3
* xyz -1 1
H -1.00 0.86 1.64
O 3.92 0.56 -2.61
O -3.00 -1.13 2.42
H 0.83 0.54 -2.56
H -0.38 -2.89 -1.40
H -2.80 -1.88 2.98
O 0.90 -0.99 3.94
H -1.25 0.43 -3.06
H -2.57 -0.18 -0.64
H -0.98 1.59 0.08
H 0.25 -0.40 0.10
H -2.86 -1.49 1.52
H -1.76 -2.51 -0.58
H 1.32 2.04 2.36
C -1.60 0.99 0.75
H 2.63 2.32 -1.01
H -0.90 -2.77 1.59
C -0.19 -2.95 0.79
H -1.19 3.25 -0.97
S 1.57 -2.58 1.08
H 3.36 -0.09 -3.04
O 1.33 1.13 2.05
N -1.85 -0.29 0.08
H 0.30 3.40 -0.87
C -0.67 -2.32 -0.52
O -3.04 2.53 1.89
H -0.06 -0.97 3.91
H 1.79 1.16 -0.59
H 1.82 0.63 2.72
O -2.18 0.46 -3.33
H 1.38 -0.70 -3.31
C -2.93 1.55 1.19
H -0.61 -0.57 -1.57
O -0.53 3.86 -0.64
O 3.58 0.05 0.29
O 0.60 -0.16 -3.19
H 1.08 -1.34 3.04
O 1.83 1.86 -1.27
H 2.83 -0.56 0.41
H 4.34 -0.49 0.50
H 3.66 0.54 -1.68
H -0.32 -4.01 0.53
H -2.27 1.40 -3.51
H -3.78 0.87 0.99
C -0.57 -0.77 -0.51
*
```

---

2.
The following is a DFT calculation (wB97M-V/def2-TZVPD) of a molecular structure, C30H40IInO44S9 at a distorted geometry.

Summary:
M, g/mol: 1634.9
DFT total energy, Eh: -8548.636944

Structure (ORCA input):
```
! RIJCOSX wB97M-V def2-TZVPD def2/J DEFGRID3
* xyz -2 1
C 2.98 -2.46 4.26
H 3.53 -0.77 -4.22
C -3.75 6.01 -0.98
H -5.20 -4.06 2.38
H -2.56 0.94 -4.37
O 2.05 -5.81 5.17
H 0.16 2.86 -4.91
O -2.54 2.53 -0.80
O 3.60 3.94 0.08
O -5.46 -0.90 -0.68
C -5.26 -3.62 1.38
O 2.65 2.16 6.64
O 2.01 2.86 -6.68
C 1.71 0.07 -3.55
O 1.69 -5.33 -7.38
H 2.72 5.15 1.38
S 2.72 2.88 -0.97
C 5.63 -0.41 -1.27
O 3.39 2.70 -2.27
H 1.73 0.14 5.20
C 2.46 -2.53 5.68
S -2.76 -2.05 3.46
H -1.62 5.87 -0.33
H -1.15 0.20 -5.97
H -2.24 -0.67 -7.01
O -1.58 -1.51 -2.76
O -2.79 -3.36 -3.88
H -4.27 6.45 -1.83
C 1.93 3.57 4.80
O -4.99 -2.22 1.28
O 2.92 -4.82 -5.19
S -4.37 -1.72 -0.19
O -4.05 -1.41 3.79
H -1.68 3.61 3.62
C -2.23 5.86 -1.24
O -3.53 2.84 3.99
O 4.71 -1.73 2.06
C 0.88 2.07 -4.78
S -3.94 2.21 2.54
C -2.66 4.02 3.86
C 5.42 -1.90 -1.48
H -3.39 -4.31 4.98
O 0.70 0.02 3.19
H -0.64 -3.79 4.03
H -3.75 0.75 -5.57
S 3.06 -4.79 4.93
C 1.44 4.92 -0.21
C -2.02 -0.46 -5.96
O 4.47 -5.17 4.65
O 2.45 4.48 5.47
C -1.41 -3.71 4.81
C 2.87 5.11 0.30
C 1.72 1.12 4.74
C 1.00 2.50 2.85
C 1.84 1.99 -5.85
O -0.22 1.48 -2.93
O -1.52 -1.61 -5.36
H -2.61 5.09 1.84
O 0.65 -4.60 -5.13
H 6.69 -0.16 -1.15
S -2.28 -1.98 -3.96
H 1.02 5.73 -0.82
C 0.78 1.22 -3.77
C -3.24 4.67 2.62
S 4.25 -1.24 0.67
O 4.83 -2.43 -0.37
O -4.21 4.60 -0.85
O -3.92 2.97 -2.84
O 0.39 2.58 1.68
O 2.46 1.63 -0.33
H -6.29 -3.68 1.03
H -3.35 -4.12 0.81
H 2.78 -1.48 3.82
S 1.73 -5.58 -5.98
O -3.97 3.73 1.91
H 4.06 -2.33 4.34
C 2.84 0.74 -5.71
C 1.23 3.60 3.54
C -2.64 -4.42 4.20
H -4.02 6.63 -0.13
C 2.61 -3.62 -4.53
H 3.50 5.88 -0.14
O 1.67 -6.98 -5.56
H 0.63 -3.09 -3.72
C 1.23 -3.95 -4.02
O -2.95 -3.64 3.05
O 3.53 0.43 -6.72
C -4.34 -4.16 0.36
H 5.09 0.26 -1.94
H -2.50 -5.46 3.88
H 2.68 -1.74 6.39
H 2.69 -2.95 -5.38
O -4.29 -3.31 -0.72
H -2.60 4.64 4.76
O 2.81 -1.04 0.51
O 1.64 -0.69 -2.47
C 1.18 1.19 3.53
O 5.32 -0.08 0.09
H 3.29 -3.19 -3.80
H 6.26 -2.59 -1.58
H -1.12 -4.00 5.82
C 2.19 2.23 5.47
O -2.83 1.39 1.92
H -4.49 -5.19 0.04
O -2.99 -1.19 0.00
H -3.93 5.50 2.77
H 4.79 -2.01 -2.37
H -1.76 6.68 -1.79
O -3.53 -0.86 -4.27
O 2.94 -3.74 6.15
O -1.91 -2.42 4.87
O -5.30 1.65 2.61
I -0.12 -4.00 0.18
S -3.20 3.52 -1.68
In -0.16 -0.14 0.14
C 2.72 -0.09 -4.46
O -1.84 -1.56 2.40
H 0.79 4.51 3.15
H 1.38 -2.64 5.77
C -3.01 0.18 -5.01
H 1.33 -4.71 -3.25
O 2.53 -3.71 3.76
H 0.78 4.84 0.65
O 1.39 3.82 -1.08
O -2.11 4.73 -2.09
*
```

---

3.
The following is a DFT calculation (wB97M-V/def2-TZVPD) of a molecular structure, C40H33BiBrF6N7O8PS5 at a distorted geometry.

Summary:
M, g/mol: 1333.9
DFT total energy, Eh: -8249.489256

Structure (ORCA input):
```
! RIJCOSX wB97M-V def2-TZVPD def2/J DEFGRID3
* xyz -1 1
C -1.15 0.36 -4.33
O -4.92 1.45 -0.84
C 3.71 -1.41 4.16
C 3.17 0.94 3.82
S -1.18 1.36 2.91
C 6.33 -1.14 -1.47
C 1.82 -2.53 -0.22
S -0.71 -4.21 -4.03
C -2.98 4.27 0.89
C 2.63 -4.05 -5.58
H -5.76 -5.60 0.44
O -1.35 -5.14 -0.63
H -2.10 3.72 1.30
H -2.37 6.10 1.75
H 2.01 -2.74 3.77
H -5.20 8.15 0.54
C -3.92 -2.70 0.06
H -3.54 -6.53 -0.26
C 1.82 0.62 3.62
H 4.42 -2.16 4.33
H 0.86 6.57 4.73
H 8.02 -0.28 -2.32
H -1.49 -2.16 -1.56
C -2.74 -3.26 -0.27
O -1.86 -1.17 0.32
H 1.99 -3.60 0.00
H 3.44 2.00 3.75
P 0.71 2.02 3.12
C 0.39 2.87 5.88
H -5.64 3.67 -1.06
C -2.30 1.12 -4.19
C 0.38 3.93 6.84
N -2.36 1.56 -0.70
C 7.36 -0.22 -1.51
F -2.98 -3.96 -5.31
H -0.34 -3.93 -0.06
H 0.55 -0.38 -3.22
N -0.03 -4.51 -5.44
S 0.94 -3.44 -6.12
C -4.11 6.37 0.48
C -4.92 4.28 -0.49
C -1.60 -2.29 -0.47
H -2.87 1.37 -5.11
C 0.69 4.53 4.13
F 3.09 -4.98 -6.44
C 4.27 -2.05 -0.30
C 4.10 -0.09 4.10
C -5.03 -3.54 0.35
H -0.90 0.00 -5.29
C 2.35 -1.74 3.90
H 5.12 0.04 4.23
F 3.47 -3.04 -5.58
F -1.95 -2.03 -4.92
Bi -0.55 0.42 0.45
H 0.31 5.95 7.20
H 0.36 1.81 6.22
C 1.41 -0.70 3.68
C -2.21 -3.24 -4.46
H 0.82 4.75 3.12
H 0.27 3.69 7.90
C 7.42 0.81 -0.54
C -3.70 -5.45 -0.17
Br 2.51 0.04 -0.99
S -3.80 1.82 -0.05
C -2.01 1.33 -1.95
N -0.80 0.68 -1.99
C 5.38 -1.11 -0.38
H 8.04 1.71 -0.65
F 2.58 -4.60 -4.35
O 0.76 -2.09 -5.69
C 6.45 0.87 0.41
H -4.09 -1.63 0.17
N -4.32 7.72 0.77
C 0.57 3.15 4.55
H -3.82 8.08 1.59
H -1.20 -5.31 -1.63
C 0.45 5.26 6.41
C 3.00 -1.69 -0.41
F -2.90 -3.08 -3.35
C -0.38 0.16 -3.16
N -0.35 -2.93 0.09
H 4.53 -3.09 -0.09
O 0.08 -3.44 -3.11
H -5.89 6.23 -0.71
O -1.28 -5.40 -3.48
C -2.61 -4.66 -0.36
C -5.01 5.68 -0.33
C -3.85 3.61 0.06
O -3.68 1.28 1.27
H 6.28 -1.88 -2.25
S 1.53 2.95 1.57
H 6.45 1.67 1.14
N -2.78 1.64 -3.04
N 0.62 -2.11 -0.09
C -4.92 -4.90 0.23
C -3.12 5.63 1.13
H 4.66 0.01 1.28
H 0.32 -0.94 3.59
O 1.01 -3.63 -7.54
C 0.67 5.56 5.09
C 5.47 -0.07 0.51
H -5.96 -3.02 0.62
*
```

---

The E_LUMO results, record by record, are as follows: 2.6; -0.6; 2.0 eV.